Entry 1:
Computed, not measured: a cluster of 11 separate species, C43H99B3N10O15 in total at a distorted geometry, with ωB97M-V with the def2-TZVPD basis set.

Output
Largest force on an atom in eV/A: 4.9
Calculated total energy in eV: -93844.0796
SMILES string: CC(C)C[C@@H](C)COB1OBOB(OC[C@@H](C)C(C)C)O1.CNC(C)=O.CNC(C)=O.CNC(C)=O.CNC(C)=O.CNC(C)=O.CNC(C)=O.CNC(C)=O.CNC(C)=O.CNC(C)=O.CNC(C)=O

Cartesian coordinates (Å):
C1 -0.701 -0.593 -0.293
C2 -0.830 0.908 -1.003
C3 -2.457 1.266 -0.973
C4 -0.365 0.805 -2.575
C5 1.216 1.245 -2.836
C6 1.480 1.036 -4.471
C7 1.544 2.800 -2.392
O1 2.958 3.186 -2.530
B1 3.651 3.264 -1.230
O2 4.855 4.147 -1.034
B2 5.915 3.148 -0.654
O3 5.725 2.502 0.694
B3 4.461 1.710 0.486
O4 4.473 0.240 0.757
C8 3.773 -0.342 -0.399
C9 4.207 -1.893 -0.755
C10 5.640 -2.365 -0.113
C11 2.924 -2.842 -0.355
C12 2.025 -2.989 -1.757
C13 3.353 -4.343 0.160
O5 3.281 2.459 -0.013
H1 -1.584 -1.253 -0.727
H2 -0.746 -0.497 0.889
H3 0.298 -1.129 -0.598
H4 -0.230 1.678 -0.358
H5 -2.912 0.613 -0.104
H6 -2.862 0.927 -2.037
H7 -2.666 2.413 -0.858
H8 -0.422 -0.352 -2.860
H9 -1.108 1.370 -3.310
H10 1.880 0.439 -2.304
H11 2.550 0.522 -4.576
H12 1.473 2.084 -5.000
H13 0.634 0.348 -4.908
H14 0.941 3.486 -3.161
H15 1.117 3.092 -1.327
H16 6.803 2.861 -1.392
H17 3.920 0.272 -1.409
H18 2.606 -0.264 -0.159
H19 4.319 -1.971 -1.940
H20 6.157 -3.092 -0.902
H21 5.562 -2.838 0.961
H22 6.336 -1.396 -0.077
H23 2.191 -2.328 0.433
H24 2.654 -3.536 -2.586
H25 1.725 -1.877 -2.070
H26 1.024 -3.566 -1.512
H27 3.640 -4.316 1.301
H28 2.408 -5.063 0.055
H29 4.200 -4.782 -0.534
C14 2.859 2.486 -9.820
N1 3.298 1.329 -9.079
C15 3.847 1.283 -7.830
C16 4.038 2.581 -7.096
O6 4.169 0.202 -7.342
H30 1.796 2.361 -10.045
H31 3.422 2.523 -10.755
H32 3.006 3.415 -9.268
H33 3.201 0.415 -9.508
H34 4.485 2.385 -6.118
H35 4.711 3.234 -7.659
H36 3.073 3.070 -6.943
C17 4.933 1.790 3.973
N2 3.845 2.467 4.636
C18 3.721 2.769 5.961
C19 4.835 2.362 6.885
O7 2.719 3.355 6.364
H37 5.335 2.461 3.209
H38 4.531 0.896 3.489
H39 5.729 1.505 4.661
H40 3.056 2.773 4.079
H41 4.594 2.669 7.906
H42 4.956 1.276 6.870
H43 5.766 2.853 6.588
C20 -6.084 -1.027 2.513
N3 -5.388 -0.542 1.346
C21 -5.682 -0.767 0.032
C22 -6.875 -1.625 -0.287
O8 -4.978 -0.273 -0.846
H44 -6.416 -0.163 3.093
H45 -5.379 -1.611 3.109
H46 -6.945 -1.646 2.258
H47 -4.571 0.044 1.480
H48 -6.982 -1.713 -1.371
H49 -6.738 -2.626 0.130
H50 -7.783 -1.166 0.114
C23 -8.045 -6.425 -2.297
N4 -7.916 -4.992 -2.200
C24 -8.218 -4.051 -3.142
C25 -8.756 -4.523 -4.464
O9 -8.046 -2.860 -2.894
H51 -8.717 -6.760 -1.503
H52 -7.058 -6.866 -2.141
H53 -8.437 -6.745 -3.263
H54 -7.559 -4.597 -1.338
H55 -8.948 -3.661 -5.109
H56 -8.024 -5.167 -4.958
H57 -9.697 -5.060 -4.315
C26 8.823 3.189 0.969
N5 9.752 2.207 1.471
C27 10.942 2.416 2.105
C28 11.381 3.837 2.330
O10 11.618 1.458 2.472
H58 7.862 3.033 1.467
H59 8.701 3.024 -0.105
H60 9.161 4.212 1.143
H61 9.525 1.225 1.356
H62 12.345 3.844 2.845
H63 11.497 4.349 1.372
H64 10.652 4.359 2.956
C29 -2.803 -3.456 -4.781
N6 -1.661 -4.051 -4.131
C30 -1.517 -4.388 -2.817
C31 -2.672 -4.123 -1.890
O11 -0.467 -4.891 -2.425
H65 -3.134 -4.133 -5.572
H66 -2.485 -2.511 -5.227
H67 -3.628 -3.273 -4.091
H68 -0.842 -4.259 -4.691
H69 -2.409 -4.443 -0.878
H70 -2.895 -3.053 -1.867
H71 -3.549 -4.689 -2.215
C32 -0.173 -1.646 5.830
N7 -0.999 -1.178 4.744
C33 -0.646 -0.377 3.697
C34 0.778 0.103 3.626
O12 -1.482 -0.071 2.851
H72 -0.178 -2.738 5.814
H73 -0.616 -1.298 6.767
H74 0.854 -1.286 5.758
H75 -1.973 -1.460 4.723
H76 0.908 0.729 2.739
H77 1.015 0.701 4.509
H78 1.457 -0.751 3.549
C35 -12.111 -0.058 -1.177
N8 -11.037 -0.840 -0.615
C36 -10.652 -0.931 0.691
C37 -11.417 -0.132 1.709
O13 -9.706 -1.652 1.001
H79 -12.801 -0.741 -1.680
H80 -11.683 0.626 -1.914
H81 -12.652 0.513 -0.421
H82 -10.475 -1.407 -1.240
H83 -10.995 -0.307 2.703
H84 -11.338 0.935 1.483
H85 -12.465 -0.443 1.719
C38 9.395 2.048 9.259
N9 8.428 1.603 8.285
C39 8.656 0.990 7.088
C40 10.082 0.724 6.691
O14 7.708 0.673 6.372
H86 9.189 1.534 10.201
H87 9.263 3.124 9.401
H88 10.421 1.846 8.951
H89 7.444 1.748 8.482
H90 10.104 0.232 5.715
H91 10.631 1.666 6.615
H92 10.556 0.064 7.422
C41 -6.671 2.752 -1.036
N10 -7.486 2.345 0.083
C42 -8.799 2.629 0.320
C43 -9.531 3.472 -0.687
O15 -9.345 2.199 1.333
H93 -6.301 1.851 -1.531
H94 -5.823 3.322 -0.649
H95 -7.222 3.361 -1.754
H96 -7.062 1.774 0.806
H97 -10.566 3.613 -0.363
H98 -9.058 4.453 -0.769
H99 -9.539 2.970 -1.659

---

Entry 2:
Computed, not measured: a cluster of 4 separate species, C43H99BBrN7O9P in total at a distorted geometry, with ωB97M-V with the def2-TZVPD basis set.

Output
Largest force on an atom in eV/A: 4.7
Calculated total energy in eV: -155038.6481
Charge: +1

Cartesian coordinates (Å):
C1 6.907 1.248 3.366
C2 6.151 0.189 4.414
C3 6.280 -1.348 3.887
C4 4.899 -2.052 3.366
N1 3.726 -1.120 3.161
C5 3.617 -0.405 1.835
C6 3.292 -1.541 0.650
C7 4.147 -1.282 -0.733
C8 3.575 0.110 -1.429
C9 4.008 0.066 -3.016
C10 2.790 0.633 -3.992
C11 3.324 0.380 -5.549
C12 3.881 1.870 -6.054
C13 2.514 2.676 -6.576
C14 2.902 4.259 -6.771
O1 1.865 4.867 -7.634
C15 1.873 6.300 -7.240
C16 2.781 -0.925 4.138
N2 2.772 -1.630 5.473
P1 3.838 -1.046 6.765
N3 3.332 -1.762 8.157
C17 1.338 -1.967 5.795
C18 0.590 -0.559 5.291
C19 0.445 0.236 6.716
C20 -0.485 1.585 6.676
C21 0.355 2.828 7.399
Br1 -2.065 1.246 7.912
B1 -0.829 -1.128 4.603
O2 -1.341 -0.695 3.288
C22 -1.695 -2.251 5.461
C23 -3.179 -2.584 4.794
N4 1.554 -0.047 4.227
C24 1.731 1.450 4.108
O3 0.493 1.956 3.430
C25 0.756 3.222 2.734
H1 8.069 1.233 3.638
H2 6.727 0.970 2.242
H3 6.554 2.354 3.643
H4 5.076 0.549 4.697
H5 6.793 0.260 5.418
H6 7.098 -1.456 3.023
H7 6.717 -1.997 4.788
H8 4.654 -2.918 4.152
H9 5.190 -2.642 2.370
H10 4.673 0.083 1.621
H11 2.749 0.374 1.751
H12 2.134 -1.481 0.408
H13 3.465 -2.652 1.042
H14 5.283 -1.118 -0.492
H15 3.943 -2.222 -1.431
H16 4.052 1.062 -0.932
H17 2.396 0.200 -1.374
H18 5.020 0.646 -3.161
H19 4.160 -1.064 -3.310
H20 2.695 1.800 -3.796
H21 1.757 0.088 -3.782
H22 4.197 -0.421 -5.519
H23 2.409 0.005 -6.180
H24 4.326 2.437 -5.106
H25 4.693 1.756 -6.890
H26 1.616 2.516 -5.831
H27 2.186 2.235 -7.630
H28 3.997 4.353 -7.214
H29 2.875 4.751 -5.691
H30 1.183 6.862 -8.016
H31 1.478 6.369 -6.131
H32 2.965 6.766 -7.353
H33 5.193 -1.543 6.514
H34 3.828 0.392 6.867
H35 4.120 -2.369 8.537
H36 1.042 -2.406 6.838
H37 1.065 -2.745 4.934
H38 -0.045 -0.522 7.497
H39 1.476 0.555 7.205
H40 -0.918 1.862 5.625
H41 1.516 2.736 7.284
H42 0.061 3.886 6.935
H43 0.147 2.854 8.572
H44 -1.445 -1.463 2.646
H45 -1.741 -1.957 6.592
H46 -1.092 -3.278 5.387
H47 -3.646 -1.606 4.313
H48 -3.128 -3.481 4.016
H49 -3.881 -2.946 5.666
H50 2.677 1.746 3.442
H51 1.869 2.020 5.121
H52 1.820 3.677 2.909
H53 -0.073 4.001 3.094
H54 0.512 3.037 1.580
C26 -8.164 1.431 2.224
O4 -8.033 1.182 0.831
C27 -7.349 2.219 0.119
C28 -5.931 1.776 -0.281
N5 -5.050 1.668 0.886
C29 -3.798 0.947 0.635
C30 -3.884 -0.502 0.110
O5 -4.377 -1.446 1.062
C31 -5.786 -1.448 1.218
H55 -8.899 0.729 2.628
H56 -7.219 1.259 2.745
H57 -8.517 2.450 2.418
H58 -7.337 3.163 0.677
H59 -7.921 2.393 -0.798
H60 -5.509 2.505 -0.982
H61 -6.026 0.820 -0.800
H62 -5.545 1.189 1.637
H63 -3.254 0.928 1.587
H64 -3.190 1.541 -0.062
H65 -2.860 -0.820 -0.115
H66 -4.430 -0.582 -0.835
H67 -6.311 -1.260 0.277
H68 -6.074 -0.722 1.978
H69 -6.090 -2.433 1.586
C32 -3.295 -8.236 8.515
O6 -2.799 -8.967 7.402
C33 -3.784 -9.786 6.762
C34 -4.211 -9.187 5.411
N6 -4.999 -7.963 5.589
C35 -5.161 -7.164 4.369
C36 -3.890 -6.676 3.643
O7 -3.158 -5.671 4.347
C37 -2.339 -6.160 5.395
H70 -2.440 -7.849 9.077
H71 -3.893 -7.381 8.189
H72 -3.886 -8.873 9.182
H73 -4.645 -9.978 7.411
H74 -3.304 -10.751 6.568
H75 -4.811 -9.922 4.863
H76 -3.300 -8.996 4.840
H77 -4.553 -7.376 6.292
H78 -5.748 -6.282 4.650
H79 -5.777 -7.737 3.660
H80 -4.219 -6.201 2.712
H81 -3.231 -7.495 3.339
H82 -1.892 -7.130 5.158
H83 -2.913 -6.212 6.320
H84 -1.529 -5.443 5.561
C38 2.671 3.452 -11.796
O8 1.332 3.459 -11.318
C39 1.064 4.492 -10.363
C40 0.211 5.613 -10.981
N7 0.973 6.391 -11.964
C41 0.153 7.250 -12.823
C42 -0.959 6.591 -13.666
O9 -0.483 5.774 -14.736
C43 -0.050 4.481 -14.346
H85 2.843 2.503 -12.312
H86 2.835 4.257 -12.517
H87 3.390 3.535 -10.975
H88 1.982 4.883 -9.911
H89 0.482 4.026 -9.562
H90 -0.136 6.283 -10.188
H91 -0.662 5.141 -11.436
H92 1.496 5.754 -12.563
H93 0.843 7.752 -13.511
H94 -0.294 8.038 -12.199
H95 -1.519 7.403 -14.144
H96 -1.690 6.049 -13.058
H97 -0.656 4.065 -13.536
H98 1.004 4.513 -14.068
H99 -0.132 3.815 -15.210

---

Number 2 is which compound? C43H99BBrN7O9P

---

Which of these has the highest calculated total energy? C43H99B3N10O15

---

The lowest calculated total energy belongs to which entry? C43H99BBrN7O9P

---

What is the calculated total energy in the second record? -155038.6481 eV